[1]
The following is a quantum chemistry calculation of a structure of composition CH2N2O3S2 at a distorted geometry, from the Open Molecules 2025 dataset.

Calculated values
- Multiplicity: 1
- Total charge: -2
- LUMO energy: 5.9057 eV
- Energy relative to the best compared isomer or geometry (same formula, charge and spin): 248.6 kJ/mol

Cartesian coordinates (Å):
S (-1.066, -0.581, 3.589)
S (1.977, 0.702, -0.658)
O (-3.369, -0.961, 0.603)
O (3.155, 1.313, 0.088)
O (0.593, 1.788, -2.489)
N (2.499, -0.580, -1.226)
N (-2.443, -0.722, 2.742)
C (-2.772, -0.815, 1.601)
H (-0.299, 0.963, -2.600)
H (1.727, -1.106, -1.649)

[2]
The following is a quantum chemistry calculation of a structure of composition C2H6O2 at a distorted geometry, from the Open Molecules 2025 dataset.

Calculated values
- Multiplicity: 1
- Total charge: 0
- LUMO energy: 0.7514 eV
- Energy relative to the best compared isomer or geometry (same formula, charge and spin): 248.8 kJ/mol

Cartesian coordinates (Å):
O (0.185, -0.181, -0.743)
O (-2.025, -0.397, -0.188)
C (1.327, -0.158, 0.008)
C (-0.948, 0.404, -0.184)
H (2.213, -0.751, -0.814)
H (1.713, 0.777, 0.324)
H (-0.590, 0.793, 0.916)
H (-1.393, 1.398, -0.695)
H (1.227, -0.738, 0.852)
H (-1.709, -1.146, 0.522)

[3]
The following is a quantum chemistry calculation of an isolated molecule of C6H12N2 at a distorted geometry, from the Open Molecules 2025 dataset.

Calculated values
- Multiplicity: 1
- Total charge: 0
- LUMO energy (spin up / spin down): 0.1627 / -0.1790 eV
- Energy relative to the best compared isomer or geometry (same formula, charge and spin): 605.4 kJ/mol

Cartesian coordinates (Å):
N (2.115, 1.335, 0.422)
N (1.624, 0.079, 0.458)
C (2.481, -0.983, 0.884)
C (-2.261, 1.209, -1.673)
C (-0.371, 0.988, -0.373)
C (-1.842, 1.146, -0.278)
C (-0.350, -1.376, 0.642)
C (0.270, -0.088, 0.269)
H (1.993, -1.881, 0.780)
H (-2.300, 2.123, -2.227)
H (-3.299, 0.644, -1.882)
H (2.749, -0.969, 1.950)
H (-1.882, 2.036, 0.347)
H (0.195, -2.286, 0.179)
H (-1.523, 0.595, -2.194)
H (-1.252, -1.453, 0.044)
H (-0.564, -1.688, 1.609)
H (-2.386, 0.357, 0.309)
H (3.124, 1.143, 0.341)
H (3.478, -0.932, 0.395)

[4]
The following is a quantum chemistry calculation of an isolated molecule of C4H6BF6N at a distorted geometry, from the Open Molecules 2025 dataset.

Calculated values
- Multiplicity: 1
- Total charge: 0
- SMILES string: CN(C)B(C(F)(F)F)C(F)(F)F
- LUMO energy: -0.8000 eV
- Energy relative to the best compared isomer or geometry (same formula, charge and spin): 73.8 kJ/mol

Cartesian coordinates (Å):
F (-2.935, -1.378, 0.333)
F (-1.015, 2.123, -0.985)
F (-1.143, -2.334, 0.983)
F (-2.917, 1.370, -0.210)
F (-1.424, 2.197, 1.099)
F (-1.478, -2.067, -1.124)
N (0.826, 0.011, -0.118)
C (-1.539, 1.428, 0.053)
C (-1.619, -1.433, 0.099)
C (1.607, -1.213, -0.312)
C (1.579, 1.221, 0.192)
B (-0.858, -0.019, 0.149)
H (1.821, -1.762, 0.566)
H (1.369, 2.058, -0.471)
H (2.706, 0.973, 0.055)
H (1.426, 1.572, 1.278)
H (1.132, -1.948, -0.901)
H (2.462, -0.798, -0.689)

[5]
The following is a quantum chemistry calculation of a cluster of 6 separate species, C6H24O6 in total, from the Open Molecules 2025 dataset.

Calculated values
- Multiplicity: 1
- Total charge: 0
- SMILES string: CO.CO.CO.CO.CO.CO
- LUMO energy: 0.3334 eV
- Energy relative to the best compared isomer or geometry (same formula, charge and spin): 333.0 kJ/mol

Cartesian coordinates (Å):
O (25.425, 7.210, 17.621)
O (23.272, 4.933, 25.719)
O (21.660, 11.058, 22.281)
O (20.684, 5.288, 21.870)
O (26.208, 8.363, 23.540)
O (23.686, 9.099, 22.450)
C (25.145, 8.143, 18.650)
C (25.937, 9.226, 24.655)
C (21.679, 11.672, 21.005)
C (23.796, 6.238, 25.513)
C (21.233, 5.049, 23.154)
C (22.916, 8.018, 21.926)
H (26.983, 7.837, 23.747)
H (23.008, 6.948, 25.757)
H (22.414, 12.484, 20.941)
H (20.867, 4.120, 23.600)
H (22.310, 4.965, 23.029)
H (24.155, 8.594, 18.530)
H (23.171, 7.076, 22.413)
H (21.042, 5.871, 23.850)
H (24.575, 8.760, 22.606)
H (25.181, 8.781, 25.307)
H (26.840, 9.420, 25.232)
H (24.099, 6.412, 24.476)
H (23.948, 4.299, 25.462)
H (20.693, 12.098, 20.826)
H (19.730, 5.186, 21.923)
H (22.481, 10.558, 22.380)
H (25.892, 8.929, 18.575)
H (25.547, 10.164, 24.270)
H (24.646, 6.444, 26.173)
H (23.092, 7.894, 20.853)
H (25.206, 7.679, 19.639)
H (21.863, 8.240, 22.079)
H (21.891, 10.951, 20.207)
H (24.743, 6.534, 17.637)

[6]
The following is a quantum chemistry calculation of a structure of composition C14H17BF6MgN6O at a distorted geometry, from the Open Molecules 2025 dataset.

Calculated values
- Multiplicity: 1
- Total charge: 0
- LUMO energy: 0.5702 eV

Cartesian coordinates (Å):
Mg (-0.117, -0.519, -0.745)
F (1.156, -3.937, -1.256)
F (-0.808, -3.395, 2.425)
F (2.586, -4.709, 0.227)
F (-0.823, -4.422, 0.490)
F (0.570, -5.065, 2.065)
F (2.852, -2.702, -0.629)
O (0.416, -1.827, 0.497)
N (-2.484, 0.952, -1.960)
N (0.255, -0.268, -2.730)
N (-2.122, -0.009, -1.012)
N (-0.577, 2.449, -1.689)
N (-0.398, 0.728, -3.464)
N (0.056, 1.745, -0.683)
C (-0.384, 3.771, -1.530)
C (1.981, -2.620, 2.137)
C (0.046, 0.721, -4.730)
C (-3.263, -0.399, -0.411)
C (1.912, -3.593, -0.185)
C (0.141, 0.731, 3.657)
C (1.055, -2.919, 0.966)
C (-0.013, -3.977, 1.478)
C (-3.809, 1.163, -1.911)
C (-4.351, 0.333, -0.931)
C (0.647, 2.653, 0.112)
C (0.394, 3.949, -0.388)
C (1.090, -0.890, -3.588)
C (1.008, -0.281, -4.857)
B (-1.397, 1.705, -2.782)
H (0.721, 4.882, 0.027)
H (-1.887, 2.456, -3.566)
H (-0.159, -0.126, 4.268)
H (-3.290, -1.172, 0.352)
H (1.173, 0.999, 3.862)
H (-0.530, 1.573, 3.853)
H (-5.376, 0.272, -0.630)
H (-0.352, 1.419, -5.448)
H (1.390, -2.174, 2.945)
H (1.710, -1.730, -3.290)
H (-0.818, 4.449, -2.245)
H (2.743, -1.902, 1.812)
H (-4.267, 1.874, -2.583)
H (2.459, -3.540, 2.481)
H (1.220, 2.367, 0.985)
H (1.560, -0.545, -5.737)
H (0.057, 0.451, 2.597)

[7]
The following is a quantum chemistry calculation of a structure of composition C3H8N2O, from the Open Molecules 2025 dataset.

Calculated values
- Multiplicity: 1
- Total charge: 0
- LUMO energy: 0.9408 eV
- Energy relative to the best compared isomer or geometry (same formula, charge and spin): 191.3 kJ/mol

Cartesian coordinates (Å):
O (-1.579, 0.259, -1.232)
N (-0.387, -1.225, 0.562)
N (0.043, 1.084, 0.337)
C (-0.769, 0.450, -0.382)
C (0.367, 2.472, 0.107)
C (0.372, -2.163, -0.262)
H (-1.240, -1.600, 0.960)
H (0.460, -3.178, 0.152)
H (1.411, 2.518, -0.223)
H (-0.154, -2.209, -1.218)
H (1.381, -1.772, -0.426)
H (0.294, 2.990, 1.066)
H (-0.271, 2.954, -0.638)
H (0.124, -0.627, 1.193)

[8]
The following is a quantum chemistry calculation of an isolated molecule of C5H7N at a distorted geometry, from the Open Molecules 2025 dataset.

Calculated values
- Multiplicity: 1
- Total charge: 0
- SMILES string: Cc1ccc[nH]1
- LUMO energy: 0.9648 eV
- Energy relative to the best compared isomer or geometry (same formula, charge and spin): 153.1 kJ/mol

Cartesian coordinates (Å):
N (0.821, 0.706, 0.263)
C (0.749, -0.347, -1.655)
C (1.397, 0.712, -1.041)
C (-1.149, -0.051, 1.475)
C (-0.175, -0.932, -0.850)
C (-0.201, -0.151, 0.358)
H (-1.512, -1.011, 1.897)
H (0.944, 1.499, 1.021)
H (-0.773, -1.796, -1.017)
H (-0.938, 0.812, 2.134)
H (2.417, 1.174, -1.057)
H (0.707, -0.646, -2.661)
H (-2.286, 0.031, 1.134)

Question: The lowest total charge belongs to which entry?
Answer: CH2N2O3S2

Question: Number 4 is which compound?
Answer: C4H6BF6N

Question: Among the records above, which one has the lowest total charge?
Answer: CH2N2O3S2

Question: The lowest total charge belongs to which entry?
Answer: CH2N2O3S2